C5H5NO3 | ωB97M-V/def2-TZVPD

```
14
Properties=species:S:1:pos:R:3:lowdin_charge:R:1
O 2.5162 0.5504 0.6403 0.083
C 2.3975 -0.4714 0.0310 -0.370
O 1.3901 -1.1157 -0.3979 0.140
C 0.1175 -0.6506 -0.1798 -0.196
C -1.2384 -1.2722 -0.0066 0.002
C -2.1443 -0.1601 0.2745 -0.094
C -1.4273 1.0288 0.1299 -0.061
N -0.1940 0.6465 -0.1857 -0.183
O 0.6236 1.5603 -0.6303 0.085
H 3.3864 -1.0578 -0.1567 0.180
H -1.6794 -2.4278 -0.2479 0.158
H -3.1223 -0.3305 0.5185 0.056
H -1.8996 2.0016 0.1823 0.130
H 1.2739 1.6985 0.0284 0.070
```

* DFT total energy: -473.85895 Ha
* LUMO: 0.92 eV
* structure (SMILES): O=COc1cccn1O
* 2S+1: 1
* frontier orbital gap: 9.33 eV
* energy relative to the best compared isomer or geometry (same formula, charge and spin): 3.531 eV
* highest occupied orbital energy: -8.42 eV
* net charge: 0